Entry 1:
69
Properties=species:S:1:pos:R:3:forces:R:3 method="wB97M-V/def2-TZVPD" e_above_lowest_ev=1.638 spin_multiplicity=1 total_charge=-1 molar_mass_g_mol=579.90 orbital_gap_ev=9.3 homo_ev=-7.19 total_energy_ev=-69752.6928
Cl 0.2456 -0.3091 1.2381 -2.379 0.850 -0.821
O 1.6038 -0.2640 1.6641 0.517 -0.563 0.323
O -0.0327 -1.4167 0.3342 0.731 -0.329 -0.179
O -0.6944 -0.4176 2.3272 0.792 -0.262 0.674
O -0.0659 0.9192 0.5350 0.376 0.173 -0.305
C 0.1117 -4.6400 -3.1526 -0.271 0.482 -1.000
O -0.5902 -5.4967 -3.6759 0.335 0.043 0.785
N -0.1997 -3.8856 -2.0828 -0.423 0.224 1.477
N 1.3153 -4.2246 -3.7184 -0.228 -1.092 -0.205
H -0.9747 -4.0758 -1.4712 -0.122 -0.321 -0.388
H 0.5033 -3.3079 -1.6554 0.104 -0.015 -0.120
H 1.3462 -4.7313 -4.5945 0.514 0.576 -0.196
H 1.4373 -3.2238 -3.7662 0.067 0.037 -0.298
C -4.4937 -1.1939 2.8109 0.268 1.198 -0.925
O -4.2913 -0.3745 3.6902 -0.036 -0.698 0.127
N -5.6309 -1.2223 2.0484 0.036 -0.486 0.519
N -3.5654 -2.0683 2.3081 0.694 -0.280 0.811
H -5.5806 -1.8507 1.2749 -0.804 0.189 -0.362
H -6.3733 -0.5667 2.2020 0.059 -0.054 -0.144
H -2.6156 -2.0230 2.6378 -0.076 0.177 0.056
H -3.7638 -2.7352 1.5908 -0.118 -0.040 -0.039
C 0.6302 -0.5825 -3.5245 0.904 0.436 1.318
O 0.8442 -0.8089 -4.7135 -0.831 -0.006 0.408
N -0.4773 -0.8886 -2.7942 -0.533 -0.145 -2.296
N 1.5681 0.0506 -2.7607 0.611 -0.139 -1.182
H -0.4864 -0.9819 -1.7991 -0.174 0.108 0.251
H -1.2325 -1.0848 -3.4335 -0.432 -0.505 0.870
H 2.3235 0.3597 -3.3540 0.435 0.179 0.860
H 1.4894 0.1986 -1.7720 0.051 0.260 -0.055
C -3.5361 0.9432 -1.1198 -3.054 -0.247 1.817
O -4.7221 1.1839 -1.3973 0.943 0.310 -0.937
N -2.5149 1.7789 -1.2639 0.743 0.546 -0.606
N -3.3256 -0.1670 -0.3409 1.426 -0.303 -0.318
H -2.6851 2.6544 -1.7257 0.028 -0.072 -0.011
H -1.6444 1.6482 -0.7755 -0.054 -0.150 -0.009
H -4.1089 -0.7877 -0.2902 -0.009 -0.036 -0.070
H -2.3925 -0.5557 -0.3118 -0.187 -0.162 0.289
C 5.1627 0.5167 -1.3852 -0.142 -0.926 -0.740
O 4.9706 1.5345 -2.0308 -0.167 -0.303 0.486
N 6.2233 -0.3127 -1.6081 1.328 -0.297 -0.301
N 4.3040 -0.0203 -0.4764 -1.171 1.668 0.129
H 6.3638 -1.1254 -1.0385 -0.185 -0.108 -0.029
H 6.5991 -0.3740 -2.5387 0.053 0.351 0.092
H 3.5106 0.5823 -0.3099 0.030 -0.314 0.511
H 4.4260 -0.8362 0.0876 0.156 -0.085 -0.063
C 1.7859 -3.5621 4.3348 -0.726 -3.037 1.253
O 2.0237 -4.7205 4.7181 0.458 0.953 -0.617
N 1.3422 -3.2539 3.1191 -0.254 1.673 -0.780
N 1.7927 -2.5505 5.2389 0.360 0.048 0.119
H 1.0618 -3.8966 2.4048 0.101 -0.296 0.278
H 1.0130 -2.3018 3.0733 -0.124 -0.126 -0.826
H 1.5660 -1.6088 4.9741 0.358 0.130 0.299
H 2.3452 -2.8218 6.0350 -0.201 0.677 0.219
C 0.3086 4.3025 2.3935 0.190 -1.834 -1.790
O 0.4421 4.1116 1.1799 -0.086 1.230 0.096
N 0.1234 3.1824 3.1419 -0.135 -0.005 0.986
N 0.3951 5.4959 3.0100 -0.250 -0.416 0.458
H -0.0344 2.3458 2.6022 -0.047 0.014 -0.065
H -0.2237 3.1831 4.0867 -0.001 0.098 -0.086
H 0.5846 6.3107 2.4592 0.036 0.086 0.215
H 0.3372 5.4578 4.0111 0.132 0.757 -0.025
C -0.6188 4.5205 -2.5480 1.655 0.801 -1.816
O -0.6522 5.1006 -3.6429 -0.756 -0.408 0.724
N -0.7579 5.1576 -1.3737 -0.803 0.727 0.022
N -0.2120 3.2415 -2.4136 -0.357 -0.239 0.385
H -0.8781 6.1500 -1.4777 -0.024 -0.091 0.457
H -0.6462 4.6859 -0.4942 0.192 0.305 0.370
H 0.0346 2.9878 -1.4718 0.274 -0.777 -0.307
H -0.1135 2.6653 -3.2288 0.204 -0.138 0.225

***

Entry 2:
10
Properties=species:S:1:pos:R:3:forces:R:3 method="wB97M-V/def2-TZVPD" e_above_lowest_ev=0.987 spin_multiplicity=1 total_charge=0 molar_mass_g_mol=92.53 orbital_gap_ev=10.7 smiles="CC(=O)CCl" homo_ev=-9.89 total_energy_ev=-17760.7905
C -0.5399 1.1587 -0.0930 -0.298 0.382 3.794
C -0.5230 -0.3260 0.0011 -0.218 1.901 -0.970
O -1.2996 -1.0168 -0.5670 -3.601 -0.880 -0.788
C 0.7005 -1.0108 0.2777 0.447 -2.711 0.252
Cl 2.0113 -0.1076 -0.3624 1.731 0.099 -0.463
H 0.2804 1.5789 0.5117 -0.151 -0.011 -0.698
H -1.4281 1.6385 0.3154 -0.372 -0.304 -0.496
H -0.4205 1.2677 -1.1094 0.279 1.099 -2.231
H 0.4030 -1.9436 -0.2860 1.712 0.521 0.713
H 0.8158 -1.2391 1.3118 0.471 -0.096 0.888

***

Entry 3:
7
Properties=species:S:1:pos:R:3:forces:R:3 method="wB97M-V/def2-TZVPD" e_above_lowest_ev=0.457 s_squared=0.78 spin_multiplicity=2 total_charge=+2 molar_mass_g_mol=229.02 orbital_gap_ev="6.7 / 9.1" homo_ev="-18.18 / -20.33" total_energy_ev=-38786.4180
C -1.8988 -0.5488 0.2877 -0.430 1.198 -0.634
C -1.4891 0.5401 -0.2361 1.055 -0.777 0.622
C -0.5794 1.3818 -0.6274 0.507 -0.517 0.138
H 2.4225 -1.1833 0.0880 0.200 -0.660 0.150
H -2.5609 -1.3547 0.5807 0.100 0.031 -0.034
O 2.1586 -0.3288 0.4275 -0.426 4.040 -2.131
Lu 1.9471 1.4937 -0.5205 -1.006 -3.314 1.889

***

Entry 4:
19
Properties=species:S:1:pos:R:3:forces:R:3 method="wB97M-V/def2-TZVPD" e_above_lowest_ev=1.440 spin_multiplicity=1 total_charge=0 molar_mass_g_mol=74.17 orbital_gap_ev=11.7 smiles=CCC.CC homo_ev=-10.59 total_energy_ev=-5410.6092
C 1.9636 0.1036 -0.0274 -1.167 -1.614 1.192
C 1.2674 -1.3300 -0.4482 1.214 3.826 0.130
C 1.2150 -2.0926 0.7823 -1.273 -1.295 2.988
H 2.1715 0.1891 1.0851 -0.080 -0.591 -1.201
H 2.9269 0.1620 -0.5325 -0.402 0.833 -0.267
H 1.1686 0.8260 -0.1175 0.600 0.951 -0.938
H 1.8664 -1.5916 -1.2879 0.578 -1.282 -0.311
H 0.2910 -1.1528 -0.8497 -0.618 0.261 -0.213
H 1.8665 -1.6804 1.5435 0.885 -0.554 -0.145
H 1.2931 -3.1633 0.7452 0.331 -0.585 -0.231
H 0.2757 -1.9405 1.3761 0.103 0.020 -0.984
C -2.6143 1.9890 -0.3473 2.109 1.783 0.423
C -1.4781 0.9671 -0.2064 -1.792 -2.352 -0.846
H -2.7532 2.5513 0.5929 0.121 -0.111 -0.369
H -2.2411 2.7296 -1.1136 -1.124 -0.605 0.642
H -3.5609 1.5572 -0.5559 -0.679 -0.336 -0.655
H -0.7138 1.0489 -0.9556 0.306 0.402 -0.368
H -1.9447 -0.0539 -0.4305 0.788 1.051 0.494
H -0.9996 0.8813 0.7475 0.100 0.199 0.660

***

Entry 5:
41
Properties=species:S:1:pos:R:3:forces:R:3 method="wB97M-V/def2-TZVPD" spin_multiplicity=1 total_charge=0 molar_mass_g_mol=574.12 orbital_gap_ev=8.0 smiles="C[C@H](Cl)CB([PH2]=O)P(O)(O)=S.ClCCl.ClCCl.ClCCl.ClCCl" homo_ev=-9.37 total_energy_ev=-156485.7615
C 0.6765 -1.5753 0.5189 0.000 0.489 0.003
C -0.0462 -0.3040 -0.0217 0.568 -0.698 -0.182
Cl -0.4152 0.7836 1.3713 -0.292 -0.351 -0.781
C -1.2580 -0.5716 -0.9518 -0.781 0.688 0.162
B -2.5344 -1.2290 -0.2633 0.472 -0.558 -0.069
P -4.0002 -0.2209 0.5244 0.031 0.945 1.939
O -3.5617 0.6684 1.6774 -0.283 -0.764 -1.352
P -2.8112 -3.1317 -0.1823 -0.964 -1.120 -0.514
O -3.3513 -3.6516 1.3013 1.266 0.286 -1.659
O -1.5185 -4.0266 -0.7251 -1.199 0.399 1.550
S -4.2904 -3.3921 -1.4408 0.618 0.790 0.508
H 0.1353 -2.5154 0.3570 0.058 0.286 0.043
H 1.6613 -1.6450 0.0381 -0.252 -0.144 0.104
H 0.8374 -1.4514 1.5951 0.023 -0.192 -0.250
H 0.6904 0.2345 -0.6263 -0.280 0.129 0.223
H -0.9199 -1.1397 -1.8361 0.044 -0.017 0.345
H -1.5729 0.4133 -1.3426 0.177 -0.280 0.063
H -4.9829 -1.1321 1.0235 0.231 0.102 -0.747
H -4.6207 0.4674 -0.5596 0.028 -0.334 0.143
H -2.6502 -3.6518 1.9621 0.152 -0.002 0.297
H -0.8633 -3.4797 -1.1616 0.239 0.246 -0.139
Cl 3.2396 1.0643 -1.5037 0.082 -0.012 -0.037
C 3.8628 2.1115 -0.2233 0.087 0.109 0.022
Cl 2.5846 2.5778 0.9045 0.106 0.035 -0.012
H 4.6327 1.5763 0.3218 -0.109 -0.064 0.016
H 4.2793 3.0065 -0.6727 -0.123 -0.012 -0.047
Cl 4.5813 -1.8855 -3.0699 0.024 -0.057 -0.093
C 3.2044 -2.2313 -4.1198 0.135 0.031 -0.110
Cl 1.7177 -2.4534 -3.1849 -0.104 0.009 -0.021
H 3.0657 -1.3987 -4.8007 -0.040 0.035 0.113
H 3.4064 -3.1393 -4.6771 -0.036 -0.035 0.123
Cl 1.0629 2.0123 3.8408 0.104 0.094 0.318
C -0.0469 1.7000 5.1802 -0.111 -0.020 -0.037
Cl 0.4912 2.4833 6.6718 -0.053 -0.027 0.051
H -1.0272 2.0829 4.9174 0.072 0.069 -0.009
H -0.0989 0.6297 5.3469 0.103 0.037 0.009
Cl 1.0724 5.6467 -1.9645 0.016 0.022 0.052
C 0.0322 4.5075 -1.1014 -0.061 0.033 0.198
Cl -0.2654 3.0506 -2.0563 -0.027 -0.081 0.009
H 0.5185 4.2218 -0.1751 0.065 -0.058 -0.098
H -0.9173 4.9877 -0.8920 0.012 -0.008 -0.132

***

Entry 6:
15
Properties=species:S:1:pos:R:3:forces:R:3 method="wB97M-V/def2-TZVPD" e_above_lowest_ev=8.507 spin_multiplicity=1 total_charge=0 molar_mass_g_mol=109.13 orbital_gap_ev="6.8 / 6.9" homo_ev="-6.65 / -6.57" total_energy_ev=-9760.8810
C 0.2269 0.8927 -1.8126 -1.667 3.098 2.827
C -0.1438 1.2300 -0.4497 1.129 -1.920 -0.203
C 1.0878 -1.1382 -2.7648 2.729 -0.550 -0.020
C -0.7311 -0.8188 0.8215 -0.940 1.064 -0.686
C -0.3793 -1.8209 1.5708 1.760 -0.306 0.604
N 0.4455 -0.2732 -2.3005 -1.156 0.975 0.417
N -0.2433 0.4214 0.7188 0.156 1.283 -2.220
N -0.0318 1.1736 1.9132 2.169 -0.098 -1.997
H 0.2333 1.7903 -2.4827 0.054 -1.153 0.461
H 0.0021 2.2372 -0.1558 -0.037 0.881 -0.179
H 0.8610 -2.0218 -3.2318 -1.002 -2.038 -1.113
H 0.7365 -1.8214 1.8858 -1.987 -0.638 0.082
H -1.1765 -2.5414 1.7550 0.930 -0.467 0.213
H -0.3576 0.6822 2.6664 -1.023 -1.884 2.110
H -0.5296 2.0082 1.8664 -1.114 1.752 -0.298

***

Entry 7:
40
Properties=species:S:1:pos:R:3:forces:R:3 method="wB97M-V/def2-TZVPD" e_above_lowest_ev=0.000 s_squared=2.01 spin_multiplicity=3 total_charge=+2 molar_mass_g_mol=425.67 orbital_gap_ev="6.7 / 4.5" homo_ev="-14.34 / -14.26" total_energy_ev=-41203.5010
O 0.0019 0.0670 -6.2733 -0.055 -0.157 3.264
C -0.0174 0.0153 -5.1349 -0.019 0.037 -4.896
Pd -0.0126 0.0326 -3.0999 0.243 0.585 1.143
O 2.0473 -2.3798 -3.0328 -2.845 3.134 0.470
C 1.2743 -1.5358 -2.9102 4.297 -4.729 -0.316
C -1.3057 1.6521 -2.9785 -2.397 3.366 0.296
O -1.9668 2.5684 -2.9061 1.340 -1.902 -0.161
C -1.5898 -1.2111 -2.8164 -4.956 -3.614 0.371
O -2.5157 -1.8891 -2.8081 3.194 2.318 -0.007
C 1.6400 1.3094 -2.9877 5.045 4.240 0.746
O 2.5213 2.0379 -2.8259 -3.691 -3.078 -0.647
C -2.6245 -0.3317 1.6697 -0.507 -0.122 0.554
N -1.6810 0.2349 0.6955 0.317 -1.759 -0.835
C -1.9514 1.6829 0.5494 0.231 0.049 0.025
P -0.0214 -0.1540 0.4316 1.299 1.785 4.270
O 0.3284 0.5488 -0.8800 -0.264 -0.866 -1.006
N 0.7118 0.7624 1.6612 0.166 0.894 -0.571
C 1.4017 1.9732 1.2075 0.133 0.038 -0.294
C 0.2865 0.8173 3.0698 -0.416 -0.036 0.015
N 0.9233 -1.5450 0.7294 -1.820 0.484 -0.801
C 1.9849 -1.5617 1.7609 0.756 0.284 0.684
C 0.7987 -2.8554 0.1009 0.292 -0.705 0.107
H -3.6226 0.0599 1.4261 0.248 -0.264 -0.181
H -2.4602 0.0348 2.7011 0.293 -0.277 -0.394
H -2.7113 -1.4275 1.6747 0.398 0.368 -0.134
H -1.3704 2.0988 -0.2766 -0.048 0.064 0.364
H -3.0174 1.8339 0.3330 0.265 -0.183 0.042
H -1.7184 2.2059 1.4938 -0.033 -0.049 -0.437
H 0.6823 2.7687 0.9662 0.302 0.131 0.240
H 2.1565 2.3350 1.9223 -0.456 -0.231 -0.009
H 1.9294 1.7298 0.2858 0.136 0.190 0.047
H -0.5042 1.5674 3.2457 0.211 -0.166 -0.108
H -0.0952 -0.1457 3.4236 0.072 0.050 -0.205
H 1.1241 1.0883 3.7400 -0.158 -0.161 -0.597
H 1.6710 -1.9428 2.7623 -0.029 0.344 -0.824
H 2.7896 -2.2193 1.4028 -0.432 -0.049 -0.028
H 2.4638 -0.5741 1.8569 -0.475 -0.596 0.120
H 0.3926 -3.6259 0.7936 0.001 0.541 -0.500
H 0.2291 -2.8459 -0.8375 -0.153 0.061 0.335
H 1.8274 -3.1799 -0.1358 -0.484 -0.019 -0.139